C24H60Cl8O20P4 | the ωB97M-V functional and the def2-TZVPD basis

Computed properties:
* Kohn-Sham gap: 10.688 eV
* SMILES: COP(=O)(OC)OC.COP(=O)(OC)OC.COP(=O)(OC)OC.COP(=O)(OC)OC.CCOC(C)=O.CCOC(C)=O.ClCCl.ClCCl.ClCCl.ClCCl
* F_max: 3.34 eV/Å

Geometry as XYZ:
```
116
Properties=species:S:1:pos:R:3:forces:R:3
C -10.985 -9.694 -23.688 1.6941 -0.0718 -0.7789
O -11.880 -8.984 -22.873 -1.4095 0.4096 0.6934
P -13.100 -8.146 -23.486 -0.9821 -0.7362 -3.1113
O -14.039 -8.890 -24.393 1.8075 1.0319 1.5469
O -13.834 -7.494 -22.247 1.2964 1.0624 -0.5618
C -14.556 -8.307 -21.392 -1.8683 -1.4660 0.9846
O -12.395 -6.911 -24.271 -0.3060 -1.1305 1.0805
C -11.477 -6.073 -23.540 -0.3360 0.3954 -0.0356
H -10.138 -9.038 -23.888 0.0561 0.1714 -0.2059
H -11.350 -10.039 -24.655 -0.5776 0.0996 0.2096
H -10.529 -10.536 -23.167 -0.5866 -0.0472 0.3307
H -14.860 -9.241 -21.865 0.8081 -0.4741 -0.0173
H -15.570 -7.960 -21.188 0.2226 1.1223 -0.0376
H -14.063 -8.446 -20.430 0.2331 -0.1542 -0.1954
H -10.530 -5.952 -24.066 -0.1812 -0.2477 -0.2584
H -11.264 -6.464 -22.545 -0.1113 0.0484 0.0262
H -11.974 -5.104 -23.487 0.2706 0.0533 0.2802
C -14.705 -5.182 -19.017 0.4748 -2.1251 0.3055
O -15.380 -4.104 -19.573 -1.2015 1.2360 -1.0960
P -17.000 -4.137 -19.710 0.5212 0.6889 0.4774
O -17.523 -5.378 -20.315 0.3607 0.7106 0.5442
O -17.443 -3.813 -18.206 -0.6177 -0.2162 -1.2229
C -17.155 -2.543 -17.544 0.6498 -0.9910 -0.0614
O -17.340 -2.781 -20.509 0.8129 -0.8736 2.7910
C -17.622 -2.760 -21.864 -0.0832 -0.7670 -1.5913
H -15.366 -6.018 -18.792 -0.4093 0.2441 0.6360
H -14.114 -4.914 -18.140 -0.2516 0.2755 0.0060
H -14.043 -5.695 -19.714 0.3517 0.6902 -0.4956
H -16.620 -1.883 -18.227 -0.3049 0.1932 0.0895
H -16.479 -2.842 -16.743 -0.0910 0.3778 0.1597
H -18.084 -2.140 -17.141 0.1232 0.0098 -0.2542
H -17.144 -1.878 -22.289 -0.3593 -0.0522 -0.1098
H -18.698 -2.807 -22.032 -0.0140 0.4656 -0.0232
H -17.216 -3.653 -22.339 0.1050 0.1039 -0.1910
C -24.083 1.056 -15.759 -0.3805 0.2084 -0.0665
O -23.194 -0.088 -15.608 1.0795 0.5635 -0.2477
P -21.595 0.049 -15.934 0.1093 1.0835 -0.0124
O -20.994 1.376 -15.519 -0.9051 -2.7382 -0.5647
O -20.990 -1.325 -15.227 -0.7534 2.0823 -2.4778
C -20.622 -1.280 -13.870 -0.3882 -0.0170 1.0172
O -21.504 -0.212 -17.556 -1.3216 0.0616 2.7302
C -20.277 -0.218 -18.239 0.9289 0.3656 -0.4028
H -24.823 0.861 -16.535 0.6545 -0.0511 -0.6148
H -23.557 2.003 -15.872 0.2450 -0.2814 -0.4399
H -24.764 1.244 -14.929 0.6067 -0.7282 0.8379
H -20.613 -2.319 -13.543 0.0894 0.1237 0.1141
H -21.383 -0.730 -13.316 0.0291 -0.0789 0.2600
H -19.659 -0.810 -13.670 0.0642 -0.0109 -0.3702
H -20.137 0.652 -18.880 -0.6189 0.1068 -0.1648
H -20.289 -1.105 -18.873 0.4827 -0.0359 0.2046
H -19.433 -0.118 -17.557 0.1139 -0.6646 0.1042
C -16.475 -6.128 -27.685 0.2749 -0.5306 -0.0122
O -16.178 -5.636 -26.374 0.1904 0.2959 0.6336
P -16.420 -4.092 -26.020 0.1026 0.1015 -0.8108
O -15.625 -3.124 -26.825 -1.4051 -1.1979 1.0702
O -18.029 -3.988 -26.196 2.1560 0.9361 -0.9728
C -18.978 -4.406 -25.285 -1.1560 -0.0677 1.4422
O -16.174 -4.036 -24.433 -0.7138 -0.1267 -0.9726
C -15.166 -4.817 -23.789 0.5514 0.0567 0.0818
H -17.242 -5.509 -28.151 0.2479 -0.0858 -0.2657
H -16.813 -7.162 -27.611 -0.4007 0.1390 0.4238
H -15.550 -6.243 -28.249 -0.0492 0.7167 -0.2014
H -19.707 -3.606 -25.149 0.1361 0.1520 0.0621
H -18.532 -4.623 -24.315 -0.0332 -0.0349 0.0570
H -19.576 -5.265 -25.590 0.3956 -0.2558 -0.4193
H -15.566 -5.728 -23.342 -0.1838 -0.0102 -0.2863
H -14.751 -4.215 -22.982 -0.0316 0.0447 -0.0699
H -14.372 -5.050 -24.499 0.0168 -0.1925 0.1348
C -18.595 4.965 -20.188 0.5243 1.4000 0.3185
C -18.917 3.569 -20.536 -1.6293 -0.9146 0.3294
O -17.782 2.842 -20.944 1.3901 2.1973 0.0918
C -17.881 1.636 -21.376 -0.8166 -2.8951 -0.7772
C -16.539 1.011 -21.692 0.1568 0.3731 0.4164
O -18.927 1.008 -21.470 0.6551 0.6965 0.1172
H -18.381 5.591 -21.054 0.1440 -0.2030 -0.1904
H -17.758 5.078 -19.499 0.0253 -0.2151 0.0424
H -19.453 5.444 -19.717 -0.1246 -0.2035 0.0872
H -19.338 3.012 -19.699 -0.1019 0.1665 0.2365
H -19.701 3.568 -21.293 0.1645 -0.2847 -0.3059
H -15.778 1.746 -21.951 -0.2545 0.0550 -0.5187
H -16.667 0.213 -22.424 0.1391 0.2433 0.0664
H -16.127 0.616 -20.764 -0.2730 -0.4004 0.1143
C -18.074 -8.729 -20.327 0.6566 0.7516 0.6690
C -17.388 -8.229 -18.995 -0.8666 -0.3023 -1.1842
O -17.395 -9.259 -17.969 -1.3365 -0.2849 -1.7183
C -17.053 -8.881 -16.785 1.9123 0.0860 2.2260
C -17.146 -9.999 -15.708 0.3004 0.8370 -0.5083
O -16.560 -7.783 -16.527 -0.8767 -1.0573 -0.2653
H -19.163 -8.686 -20.344 -0.0806 -0.5416 0.8664
H -17.705 -9.690 -20.687 -0.0536 0.0319 0.1202
H -17.905 -7.968 -21.089 0.7208 0.0698 -0.0347
H -16.341 -7.944 -19.099 -0.1410 0.0112 -0.3910
H -17.945 -7.347 -18.679 0.1414 -0.1140 0.3086
H -16.214 -9.964 -15.143 -0.1549 0.2936 0.1857
H -17.224 -11.030 -16.051 -0.4017 0.3109 -0.4360
H -17.983 -9.722 -15.068 0.0677 -0.2195 0.1383
Cl -13.482 -5.752 -13.371 -0.3921 -0.2990 -0.7598
C -14.284 -5.963 -14.982 -0.2124 0.4269 0.3198
Cl -15.858 -5.159 -15.047 -0.0878 0.3608 0.1860
H -13.656 -5.453 -15.713 0.0081 -0.4610 0.1276
H -14.529 -7.004 -15.194 0.5687 0.1056 0.1253
Cl -21.099 -4.459 -22.749 0.0235 0.1927 0.2107
C -20.409 -5.785 -21.819 -0.4154 -0.9230 0.3726
Cl -20.596 -5.614 -20.028 0.1214 0.0972 -0.9879
H -20.986 -6.675 -22.071 0.0335 0.1750 0.0507
H -19.377 -5.962 -22.125 0.0362 0.4321 0.5135
Cl -13.724 -0.771 -19.923 0.0044 -1.1717 -1.1543
C -13.789 -1.852 -21.395 0.0984 0.2414 -0.5257
Cl -12.618 -3.227 -21.442 -0.5449 0.7705 0.4756
H -14.787 -2.247 -21.584 0.0611 -0.1234 0.8737
H -13.581 -1.266 -22.290 0.3781 0.2720 0.4431
Cl -19.976 -4.934 -15.204 0.1991 0.2901 0.1121
C -19.497 -5.934 -16.572 0.4557 -0.2332 0.0160
Cl -20.643 -7.250 -16.769 -0.4080 -0.3793 -0.3715
H -19.438 -5.317 -17.469 -0.1137 -0.1539 0.1635
H -18.552 -6.438 -16.372 0.0686 0.5256 0.0892
```
Positions in Å, forces in eV/Å.